Here is a molecular structure, C15H14IrN4O3S6 from the Open Molecules 2025 dataset. Energies are from ωB97M-V/def2-TZVPD.

CARTESIAN COORDINATES (ANGSTROEM)
Ir 0.7749 0.4617 -1.0501
S 6.9854 4.2129 -0.6533
C 5.5649 3.3752 -0.8039
S 4.0109 4.0706 -0.5532
C 3.0509 2.6500 -0.8717
C 3.7383 1.5376 -1.1956
S 3.0179 -0.0127 -1.5480
S 5.4754 1.7082 -1.2235
S 1.3076 2.7105 -0.7599
O -2.1549 -1.2942 -1.4903
N -1.8963 -2.5469 -1.4282
C -2.9420 -3.4075 -1.3424
C -2.7821 -4.7666 -1.2744
C -1.4920 -5.2835 -1.2950
C -0.4328 -4.4118 -1.3853
C -0.5939 -3.0193 -1.4617
S 0.8003 -2.0134 -1.6219
H -3.8964 -2.9037 -1.3381
H -3.6559 -5.4002 -1.2174
H -1.3199 -6.3501 -1.2354
H 0.5843 -4.7789 -1.4010
O -2.2376 1.8077 1.3225
C -2.1429 1.8691 0.1117
C -3.1621 2.5499 -0.8149
C -2.6633 2.2533 -2.2325
C -1.3461 1.5858 -1.9513
O -0.4736 1.1950 -2.7514
N -1.1279 1.3827 -0.6520
H -3.1592 3.6162 -0.5862
H -4.1563 2.1629 -0.5984
H -2.5197 3.1336 -2.8581
H -3.3001 1.5525 -2.7729
C 0.1319 1.0555 3.8677
N 1.0787 0.1250 3.2616
C 2.0554 -0.5593 4.0877
C 1.1409 0.0582 1.9514
N 1.1630 0.0428 0.8050
H -0.4574 0.5310 4.6224
H -0.5409 1.4335 3.0987
H 0.6635 1.8858 4.3391
H 1.5445 -1.0762 4.9020
H 2.7746 0.1469 4.5119
H 2.5901 -1.2899 3.4862

Values from the calculation:
Frontier orbital gap ... 6.3 eV
Total charge ... -1
HOMO energy ... -3.816 eV
ΔE to the lowest compared entry with this formula, charge and spin ... 122.93 kJ/mol

Charges obtained by natural (NBO) population analysis, quoted in units of e: 0.7970 -0.1728 -0.5660 0.4706 -0.4389 -0.4238 -0.0868 0.4743 -0.1112 -0.5983 0.0614 -0.0151 -0.2783 -0.2268 -0.2352 0.0090 -0.2037 0.2180 0.2119 0.2069 0.2240 -0.6341 0.7041 -0.5042 -0.5078 0.6952 -0.6008 -0.6452 0.2266 0.2295 0.2316 0.2449 -0.4050 -0.4529 -0.3897 0.5632 -0.3381 0.1922 0.2682 0.1898 0.1962 0.1939 0.2263